[1]
{"formula": "C5H12N4O", "method": "ωB97M-V/def2-TZVPD", "charge": 2, "relative_energy_kj_mol": 292.51, "homo_lumo_gap_ev": [5.78, 6.64], "spin_multiplicity": 3, "homo_ev": [-14.5, -18.1], "largest_force_ev_per_a": 6.4, "species": ["C", "C", "C", "C", "C", "N", "N", "N", "N", "O", "H", "H", "H", "H", "H", "H", "H", "H", "H", "H", "H", "H"], "coordinates": [[0.09, -0.80, 1.44], [-0.13, -1.80, 0.38], [-0.42, -0.66, 2.65], [0.68, 0.42, 1.04], [-0.76, -0.23, -2.17], [-1.00, -2.69, 0.48], [1.25, 1.41, 1.60], [0.64, 0.26, -0.44], [-0.70, 0.27, -0.84], [-0.32, 0.43, 3.34], [-0.96, -1.42, 3.13], [-0.11, 0.22, -2.94], [-0.65, -1.34, -2.32], [-1.77, -0.15, -2.50], [-1.16, -3.48, -0.16], [-1.97, -2.59, 1.03], [1.36, 1.27, 2.59], [1.84, 2.08, 1.02], [1.28, 0.93, -1.07], [0.86, -0.82, -0.62], [-0.96, 1.25, -0.72], [-0.90, 0.38, 4.14]], "mulliken_spin": [0.05, 0.60, 0.44, 0.37, 0.01, 0.01, 0.28, 0.04, 0.00, 0.11, 0.03, 0.00, 0.00, 0.00, 0.01, 0.04, 0.00, -0.01, 0.00, 0.03, 0.01, -0.01]}



[2]
{"formula": "C5H11N2O", "method": "ωB97M-V/def2-TZVPD", "smiles": "N/C=[NH+]\\CCCC=O", "charge": 1, "relative_energy_kj_mol": 142.50, "homo_lumo_gap_ev": 10.51, "homo_ev": -13.9, "largest_force_ev_per_a": 2.6, "species": ["N", "C", "N", "C", "C", "C", "C", "O", "H", "H", "H", "H", "H", "H", "H", "H", "H", "H", "H"], "coordinates": [[-0.04, -0.62, -2.81], [-0.84, -0.05, -1.92], [-0.35, 0.52, -0.86], [0.98, 0.65, -0.26], [1.15, -0.17, 0.98], [0.07, 0.03, 2.07], [-1.38, -0.30, 1.79], [-2.14, 0.33, 1.10], [0.94, -0.44, -2.95], [-0.46, -0.88, -3.71], [-1.91, -0.23, -1.92], [-1.05, 0.97, -0.28], [1.17, 1.73, -0.18], [1.79, 0.52, -0.98], [1.12, -1.26, 0.87], [2.08, 0.15, 1.46], [0.20, 1.01, 2.56], [0.32, -0.67, 2.88], [-1.68, -1.30, 2.17]], "lowdin_charge": [0.18, -0.10, 0.06, -0.15, -0.15, -0.14, -0.22, 0.04, 0.13, 0.13, 0.17, 0.12, 0.15, 0.12, 0.13, 0.13, 0.14, 0.12, 0.14]}



[3]
{"formula": "CH2BrNSi", "method": "ωB97M-V/def2-TZVPD", "smiles": "N#C[SiH2]Br", "relative_energy_kj_mol": 7.18, "homo_lumo_gap_ev": 11.58, "homo_ev": -11.5, "largest_force_ev_per_a": 3.1, "species": ["N", "C", "Si", "Br", "H", "H"], "coordinates": [[0.29, 2.48, 0.07], [0.30, 1.34, -0.03], [0.05, -0.61, 0.00], [-2.14, -0.87, 0.01], [0.84, -0.82, 1.11], [0.65, -1.51, -1.16]], "lowdin_charge": [0.05, -0.40, 0.18, 0.31, -0.11, -0.03]}



[4]
{"formula": "C33H29IrN7O5S2", "method": "ωB97M-V/def2-TZVPD", "charge": 2, "relative_energy_kj_mol": 271.20, "homo_lumo_gap_ev": [7.02, 6.05], "spin_multiplicity": 2, "homo_ev": [-13.7, -13.8], "largest_force_ev_per_a": 5.4, "species": ["Ir", "N", "C", "N", "C", "N", "N", "C", "C", "C", "C", "C", "C", "N", "C", "C", "C", "C", "C", "C", "H", "H", "H", "H", "H", "H", "H", "H", "H", "H", "H", "C", "C", "C", "C", "C", "C", "C", "S", "O", "O", "N", "C", "C", "C", "C", "C", "N", "H", "H", "H", "H", "H", "H", "H", "H", "H", "H", "H", "C", "C", "C", "C", "C", "C", "C", "S", "O", "O", "O", "H", "H", "H", "H", "H", "H", "H"], "coordinates": [[0.96, -0.49, 0.85], [2.18, 1.69, -2.73], [1.62, 0.78, -1.97], [2.10, 0.39, -0.80], [3.25, 1.00, -0.33], [3.64, 0.76, 0.87], [2.75, -0.05, 1.54], [3.10, -0.41, 2.72], [2.18, -1.22, 3.46], [2.45, -1.76, 4.69], [1.47, -2.53, 5.31], [0.28, -2.73, 4.65], [0.08, -2.17, 3.39], [1.01, -1.41, 2.81], [3.98, 1.92, -1.19], [5.22, 2.45, -0.83], [5.85, 3.35, -1.68], [5.22, 3.75, -2.86], [3.99, 3.24, -3.22], [3.39, 2.31, -2.38], [1.71, 1.97, -3.58], [0.72, 0.31, -2.34], [4.05, -0.08, 3.11], [3.41, -1.59, 5.15], [1.64, -2.96, 6.28], [-0.51, -3.33, 5.08], [-0.84, -2.32, 2.85], [5.68, 2.15, 0.10], [6.82, 3.74, -1.42], [5.70, 4.47, -3.51], [3.50, 3.55, -4.13], [-4.87, -1.47, -4.61], [-4.07, -1.63, -3.35], [-3.69, -0.53, -2.59], [-2.95, -0.68, -1.43], [-2.60, -1.96, -1.02], [-2.98, -3.09, -1.75], [-3.72, -2.91, -2.91], [-1.54, -2.23, 0.32], [-1.75, -3.55, 0.84], [-1.57, -1.13, 1.28], [0.02, -2.06, -0.28], [0.98, -3.06, -0.13], [0.91, -4.41, -0.45], [2.03, -5.17, -0.18], [3.16, -4.58, 0.40], [3.14, -3.23, 0.67], [2.06, -2.49, 0.38], [-4.94, -0.42, -4.91], [-5.88, -1.85, -4.47], [-4.42, -2.03, -5.43], [-3.97, 0.46, -2.91], [-2.64, 0.18, -0.86], [-2.73, -4.08, -1.40], [-4.02, -3.78, -3.48], [0.00, -4.83, -0.86], [2.03, -6.22, -0.41], [4.04, -5.16, 0.63], [3.99, -2.72, 1.11], [-5.44, 4.58, 1.49], [-4.10, 3.94, 1.27], [-3.92, 2.57, 1.42], [-2.69, 1.98, 1.21], [-1.63, 2.78, 0.82], [-1.77, 4.16, 0.68], [-3.01, 4.73, 0.91], [-0.12, 2.09, 0.38], [0.65, 3.05, -0.32], [0.63, 1.41, 1.56], [-0.42, 0.86, -0.43], [-6.19, 3.85, 1.80], [-5.79, 5.06, 0.57], [-5.38, 5.35, 2.26], [-4.77, 1.95, 1.70], [-2.56, 0.91, 1.36], [-0.93, 4.77, 0.38], [-3.13, 5.80, 0.81]], "mulliken_spin": [0.32, 0.00, 0.01, 0.04, 0.00, -0.01, 0.01, 0.05, 0.03, 0.01, 0.00, 0.01, 0.00, 0.03, 0.00, 0.00, 0.00, 0.00, 0.00, 0.00, 0.00, 0.00, 0.00, 0.00, 0.00, 0.00, 0.01, 0.00, 0.00, 0.00, 0.00, 0.00, 0.00, 0.00, 0.00, 0.00, 0.00, 0.00, 0.01, 0.01, 0.01, 0.23, 0.01, 0.01, 0.00, 0.01, 0.01, 0.09, 0.00, 0.00, 0.00, 0.00, 0.00, 0.00, 0.00, 0.00, 0.00, 0.00, 0.00, 0.00, 0.01, 0.00, 0.00, 0.00, 0.00, 0.00, 0.01, 0.01, 0.00, 0.08, 0.00, 0.00, 0.00, 0.00, 0.00, 0.00, 0.00]}



| no. | electronic energy (eV) |
| --- | --- |
| 1 | -13362.963 |
| 2 | -10384.129 |
| 3 | -80479.742 |
| 4 | -79854.007 |